128
Properties=species:S:1:pos:R:3 method="wB97M-V/def2-TZVPD" de_lowest_kj_mol=103.3 spin_multiplicity=6 e_tot_ev=-110174.4480 e_lumo_ev="-2.80 / -4.36" total_charge=+1
Fe 0.549 0.872 1.419
S -1.024 -0.651 -0.055
O -1.714 0.000 -1.155
O -1.384 -2.036 0.120
O 0.427 -0.325 -0.105
O -1.196 0.128 1.187
C 3.646 -0.752 -0.169
C 3.610 -0.065 1.191
C 4.973 0.335 1.691
O 4.887 0.636 3.067
C 6.145 0.938 3.676
N 2.681 1.089 1.285
H 4.242 -1.665 -0.207
H 4.118 -0.093 -0.906
H 2.660 -1.069 -0.503
H 3.311 -0.918 1.806
H 5.492 1.076 1.065
H 5.652 -0.524 1.600
H 6.806 0.077 3.545
H 5.944 1.070 4.734
H 6.594 1.805 3.190
H 2.993 1.444 2.199
H 3.173 1.765 0.694
C -0.905 0.312 4.808
C 0.549 0.627 4.477
C 1.324 -0.617 3.969
O 0.935 -0.846 2.602
C 1.028 -2.264 2.267
N 0.535 1.616 3.337
H -1.518 0.161 3.917
H -1.405 1.109 5.366
H -1.036 -0.572 5.432
H 1.071 1.029 5.345
H 1.206 -1.488 4.610
H 2.399 -0.403 4.010
H 0.006 -2.635 2.264
H 1.603 -2.852 2.980
H 1.460 -2.360 1.275
H -0.117 2.336 3.653
H 1.391 2.158 3.498
C 1.364 1.844 -3.550
C 2.512 1.606 -2.586
C 3.896 1.515 -3.248
O 3.869 0.349 -4.037
C 5.146 -0.132 -4.432
N 2.506 2.723 -1.610
H 1.399 2.851 -3.975
H 0.401 1.726 -3.061
H 1.390 1.133 -4.376
H 2.266 0.663 -2.093
H 4.702 1.432 -2.509
H 4.029 2.464 -3.784
H 4.959 -0.956 -5.114
H 5.683 -0.465 -3.537
H 5.814 0.591 -4.906
H 2.329 3.555 -2.179
H 3.464 2.981 -1.359
C 0.589 5.025 0.098
C 0.179 3.853 0.993
C -1.283 4.058 1.448
O -1.680 2.857 2.050
C -3.073 2.702 2.231
N 0.372 2.552 0.285
H -0.178 5.153 -0.669
H 1.575 4.885 -0.334
H 0.585 5.956 0.667
H 0.747 3.925 1.928
H -1.907 4.298 0.582
H -1.312 4.912 2.132
H -3.273 1.748 2.714
H -3.582 2.710 1.264
H -3.521 3.465 2.874
H -0.477 2.594 -0.329
H 1.045 2.834 -0.481
C -2.021 3.796 -3.695
C -2.662 3.422 -2.346
O -1.736 2.743 -1.502
H -2.600 4.564 -4.211
H -1.892 2.933 -4.346
H -1.056 4.279 -3.522
H -3.542 2.828 -2.597
H -3.051 4.293 -1.819
H -1.633 1.837 -1.831
C -5.685 1.810 -0.727
C -5.064 0.430 -0.789
O -4.298 0.339 -1.994
H -6.342 1.889 0.142
H -6.247 1.959 -1.650
H -4.970 2.631 -0.670
H -5.807 -0.371 -0.767
H -4.365 0.227 0.033
H -3.387 0.153 -1.716
C -4.219 -1.974 4.073
C -3.569 -1.628 2.736
O -2.366 -2.394 2.686
H -4.350 -3.057 4.089
H -5.216 -1.549 4.191
H -3.577 -1.709 4.913
H -3.281 -0.574 2.690
H -4.189 -1.956 1.898
H -2.042 -2.366 1.770
C 1.524 -2.267 -4.596
C 0.837 -2.403 -3.236
O 0.772 -3.796 -2.937
H 0.938 -2.877 -5.285
H 2.546 -2.641 -4.550
H 1.556 -1.250 -4.982
H -0.202 -2.055 -3.230
H 1.359 -1.776 -2.502
H 0.590 -3.868 -1.987
C 0.056 -6.626 0.304
C -0.531 -5.275 0.703
O 0.029 -4.359 -0.222
H -0.276 -7.034 -0.647
H -0.135 -7.403 1.053
H 1.144 -6.545 0.353
H -0.244 -4.974 1.721
H -1.625 -5.292 0.707
H -0.561 -3.582 -0.237
C -3.172 -4.433 -2.894
C -3.716 -3.307 -2.012
O -3.452 -3.695 -0.672
H -2.130 -4.621 -2.637
H -3.210 -4.210 -3.965
H -3.770 -5.342 -2.823
H -4.796 -3.248 -2.164
H -3.293 -2.334 -2.271
H -2.716 -3.192 -0.307

---

120
Properties=species:S:1:pos:R:3 method="wB97M-V/def2-TZVPD" de_lowest_kj_mol=654.5 spin_multiplicity=1 smiles=CC(C)O.CC(C)O.CC(C)O.CC(C)O.CCO.CCO.CCO.CCO.CCO.CCO.CCO.CCO e_tot_ev=-54895.8332 e_lumo_ev=0.01
C -5.350 2.450 6.091
C -4.608 1.574 5.116
C -5.152 1.632 3.682
O -3.323 2.077 5.177
H -5.125 3.470 5.780
H -5.184 2.214 7.143
H -6.404 2.286 5.869
H -4.749 0.631 5.643
H -6.239 1.611 3.603
H -4.798 0.763 3.127
H -4.778 2.520 3.171
H -2.978 1.631 5.955
C -0.151 6.974 5.343
C -0.128 6.703 3.774
C 0.679 7.854 3.121
O 0.278 5.430 3.416
H -0.215 8.015 5.660
H 0.728 6.457 5.729
H -1.013 6.440 5.744
H -1.140 6.918 3.432
H 0.436 8.868 3.441
H 0.530 7.817 2.042
H 1.757 7.829 3.276
H -0.168 4.821 4.009
C -7.349 -1.817 -3.643
C -7.148 -1.030 -2.347
C -8.523 -0.505 -1.811
O -6.702 -1.991 -1.462
H -8.003 -2.689 -3.599
H -6.313 -2.079 -3.859
H -7.591 -1.117 -4.442
H -6.591 -0.133 -2.617
H -8.327 0.036 -0.886
H -9.277 -1.283 -1.686
H -9.058 0.111 -2.533
H -7.379 -2.622 -1.208
C 6.637 3.658 1.580
C 5.238 3.349 1.987
C 5.051 3.418 3.612
O 4.348 4.248 1.496
H 7.165 2.774 1.936
H 7.181 4.485 2.036
H 6.860 3.690 0.513
H 4.908 2.407 1.551
H 4.085 3.065 3.973
H 5.288 4.415 3.983
H 5.844 2.816 4.056
H 3.475 4.149 1.882
C -0.349 -4.726 -7.573
C -0.755 -4.339 -6.132
O 0.145 -4.852 -5.114
H -1.200 -4.616 -8.246
H -0.046 -5.672 -8.023
H 0.448 -4.031 -7.837
H -1.754 -4.748 -5.977
H -0.811 -3.263 -5.969
H -0.336 -4.899 -4.284
C -2.197 -7.353 0.663
C -1.512 -6.361 -0.350
O -2.456 -5.880 -1.241
H -3.106 -6.853 0.996
H -1.537 -7.495 1.518
H -2.460 -8.225 0.063
H -0.693 -6.909 -0.816
H -1.086 -5.561 0.255
H -3.059 -5.318 -0.747
C 6.321 -3.953 -4.176
C 5.796 -3.365 -2.828
O 6.867 -2.681 -2.169
H 7.226 -4.559 -4.203
H 6.565 -3.047 -4.731
H 5.568 -4.478 -4.765
H 5.418 -4.167 -2.194
H 4.988 -2.645 -2.961
H 6.495 -2.339 -1.354
C 6.992 -3.124 3.457
C 5.619 -2.699 3.007
O 5.361 -1.909 1.877
H 7.480 -3.723 2.688
H 7.157 -3.583 4.432
H 7.709 -2.306 3.527
H 5.087 -2.240 3.840
H 5.050 -3.601 2.779
H 4.455 -1.614 1.998
C 1.179 1.407 -8.096
C 0.515 2.313 -7.087
O -0.808 2.464 -7.570
H 2.037 0.845 -7.725
H 1.519 2.027 -8.925
H 0.459 0.739 -8.569
H 1.022 3.277 -7.038
H 0.509 1.787 -6.133
H -1.136 3.352 -7.410
C -1.288 -0.424 -0.863
C 0.240 -0.190 -0.802
O 0.472 -0.152 0.622
H -1.909 0.240 -0.262
H -1.554 -1.409 -0.480
H -1.733 -0.328 -1.853
H 0.495 0.752 -1.288
H 0.778 -0.937 -1.386
H 0.075 0.593 1.078
C 0.429 -4.053 4.495
C 1.367 -4.414 5.585
O 1.858 -5.723 5.223
H 0.120 -3.029 4.702
H -0.442 -4.701 4.592
H 0.837 -4.248 3.503
H 0.808 -4.280 6.511
H 2.169 -3.677 5.627
H 2.585 -5.908 5.823
C -2.500 4.689 -1.957
C -1.164 5.367 -2.039
O -0.923 5.774 -3.351
H -2.754 4.045 -2.798
H -3.254 5.470 -1.859
H -2.553 3.998 -1.115
H -0.398 4.724 -1.607
H -1.145 6.278 -1.440
H -0.029 6.125 -3.371

---

132
Properties=species:S:1:pos:R:3 method="wB97M-V/def2-TZVPD" spin_multiplicity=4 e_tot_ev=-110507.5362 e_lumo_ev="-6.28 / -5.06" total_charge=+1
Cr -2.144 -2.407 -1.350
Cd 1.216 -3.426 0.159
F -0.650 -3.734 -0.913
B 3.071 -3.476 -0.898
H 2.807 -4.596 -0.991
H 4.094 -3.254 -1.367
H 2.301 -2.864 -1.478
H 3.090 -3.132 0.186
S -0.490 -0.742 -0.125
O -1.791 -1.403 0.287
O 0.629 -1.496 0.379
O -0.721 -1.113 -1.572
O -0.538 0.658 0.176
C 4.324 -0.241 0.578
C 3.656 -0.382 1.946
C 4.469 0.231 3.112
O 5.809 -0.149 3.129
C 6.396 0.043 4.400
N 2.330 0.236 1.985
H 4.423 0.808 0.295
H 3.642 -0.659 -0.169
H 5.259 -0.797 0.514
H 3.557 -1.439 2.221
H 3.929 -0.070 4.018
H 4.382 1.327 3.043
H 6.240 1.071 4.736
H 7.463 -0.163 4.371
H 5.969 -0.646 5.135
H 2.471 1.191 1.612
H 1.662 -0.281 1.415
C -5.179 -0.522 -0.326
C -5.010 -1.002 -1.762
C -5.821 -0.147 -2.712
O -5.645 -0.471 -4.073
C -6.202 -1.730 -4.443
N -3.535 -0.942 -2.114
H -4.475 -1.026 0.336
H -6.192 -0.694 0.039
H -5.004 0.550 -0.220
H -5.207 -2.075 -1.857
H -5.421 0.867 -2.607
H -6.887 -0.110 -2.471
H -7.285 -1.704 -4.320
H -5.688 -2.556 -3.945
H -6.007 -1.874 -5.505
H -3.275 0.043 -1.875
H -3.594 -1.008 -3.138
C -3.631 -0.904 3.523
C -2.760 0.332 3.725
C -2.385 0.718 5.143
O -3.503 1.282 5.795
C -3.328 1.631 7.150
N -1.492 0.026 3.013
H -3.174 -1.862 3.780
H -3.821 -1.003 2.453
H -4.513 -0.761 4.151
H -3.250 1.228 3.332
H -1.606 1.494 5.175
H -1.975 -0.073 5.790
H -2.472 2.311 7.235
H -3.075 0.708 7.687
H -4.246 2.067 7.528
H -1.702 -0.506 2.179
H -1.098 0.879 2.623
C -0.543 -5.239 2.823
C 0.979 -5.105 2.740
C 1.584 -6.033 1.699
O 1.168 -5.705 0.376
C 1.397 -6.712 -0.592
N 1.283 -3.718 2.259
H -1.002 -5.103 1.845
H -0.898 -4.434 3.472
H -0.821 -6.170 3.313
H 1.457 -5.257 3.706
H 1.335 -7.076 1.923
H 2.682 -6.000 1.680
H 2.369 -7.187 -0.458
H 1.266 -6.281 -1.581
H 0.619 -7.479 -0.502
H 2.178 -3.493 2.702
H 0.722 -3.033 2.775
C -2.660 3.377 -3.482
C -2.771 3.198 -1.963
C -4.105 3.635 -1.408
O -4.173 5.032 -1.506
C -5.174 5.570 -0.661
N -2.449 1.845 -1.561
H -3.484 2.844 -3.972
H -1.719 3.011 -3.890
H -2.778 4.417 -3.784
H -2.040 3.915 -1.561
H -4.210 3.277 -0.372
H -4.940 3.173 -1.958
H -5.438 6.617 -0.785
H -4.822 5.424 0.367
H -6.113 5.019 -0.790
H -2.086 1.812 -0.611
H -1.565 1.583 -2.010
C 1.559 1.958 -4.738
C 1.020 0.546 -4.539
C 2.016 -0.228 -3.670
O 3.285 -0.167 -4.278
C 4.211 -1.084 -3.750
N -0.261 0.692 -3.799
H 2.482 1.971 -5.323
H 1.831 2.514 -3.840
H 0.845 2.585 -5.279
H 0.944 -0.006 -5.475
H 1.748 -1.296 -3.653
H 2.024 0.077 -2.614
H 5.171 -0.910 -4.235
H 3.922 -2.133 -3.854
H 4.358 -0.837 -2.691
H -0.396 -0.100 -3.157
H -0.996 0.451 -4.470
C 2.188 4.365 -1.209
C 2.837 3.277 -0.363
C 4.053 3.811 0.420
O 5.077 4.262 -0.454
C 6.365 3.831 -0.126
N 1.883 2.932 0.710
H 2.825 4.736 -2.020
H 1.932 5.272 -0.653
H 1.272 4.018 -1.695
H 3.105 2.466 -1.040
H 4.476 3.006 1.023
H 3.682 4.655 1.008
H 6.544 2.786 -0.413
H 6.596 3.882 0.945
H 7.100 4.447 -0.640
H 1.080 2.476 0.309
H 1.576 3.757 1.207